Record 1
# C4H7N3O3

The molecule C4H7N3O3 at a distorted geometry (wB97M-V/def2-TZVPD, the Open Molecules 2025 dataset).

Structure (XYZ):
```
17
C4H7N3O3 wB97M-V/def2-TZVPD
C -1.812 -0.817 -0.125
C -0.397 -0.832 -0.663
C 1.816 0.581 1.632
C 1.607 0.561 -0.672
H -2.539 0.836 -1.054
H -3.357 0.463 0.253
H -2.265 -1.409 -0.767
H -1.898 -1.324 0.992
H -0.279 -0.827 -1.697
H 0.216 -1.851 -0.452
H 3.536 1.364 0.145
N -2.356 0.556 -0.010
N 0.436 0.301 -0.018
N 2.483 0.881 0.329
O 0.596 0.189 1.330
O 2.329 0.689 2.663
O 1.886 0.639 -1.887
```

2S+1: 1
Energy above the lowest of the compared OMol25 structures with the same formula, charge and spin in kJ/mol: 310.0
SMILES string: NCCn1oc(=O)[nH]c1=O
Maximum force in eV/Å: 6.04
Energy in Ha: -546.52477
Net charge: 0
E_HOMO in eV: -9.8581
Frontier orbital gap in eV: 10.468

***

Record 2
# C12H28N6O4

A cluster of 2 separate species, C12H28N6O4 in total at a distorted geometry (wB97M-V/def2-TZVPD, the Open Molecules 2025 dataset).

Structure (XYZ):
```
50
C12H28N6O4 wB97M-V/def2-TZVPD
C 1.315 -0.835 0.308
C -0.029 -0.844 1.024
C 1.754 0.624 0.085
C 3.075 0.758 -0.671
C 4.253 0.099 0.036
C 6.697 -0.129 -0.253
C -3.154 1.331 -0.738
C -2.465 2.464 0.030
C -4.363 0.815 0.063
C -5.234 -0.150 -0.757
C -5.731 -1.368 0.027
C -4.605 -2.308 0.493
H 0.499 -1.224 -1.497
H 1.084 -2.542 -0.768
H 2.035 -1.321 0.976
H 1.818 1.122 1.060
H 0.966 1.140 -0.480
H 3.303 1.823 -0.805
H 2.963 0.317 -1.667
H 4.317 0.478 1.063
H 4.096 -0.988 0.103
H 5.411 0.273 -1.675
H 8.400 -0.846 -0.691
H 7.812 -0.304 1.431
H 6.481 0.699 1.590
H -0.846 -0.392 2.645
H -1.573 0.510 -1.723
H -1.691 0.076 -0.173
H -3.512 1.730 -1.698
H -4.965 1.654 0.434
H -3.963 0.319 0.958
H -4.649 -0.510 -1.613
H -6.090 0.394 -1.172
H -6.317 -1.045 0.899
H -6.420 -1.935 -0.615
H -5.060 -3.186 0.970
H -4.009 -1.820 1.276
H -4.187 -3.184 -1.304
H -3.155 -1.976 -0.905
H -3.971 3.565 -0.394
N 1.286 -1.562 -0.946
N 5.489 0.415 -0.673
N 7.515 -0.585 -1.123
N 6.863 -0.118 1.133
N -2.245 0.230 -1.014
N -3.677 -2.768 -0.531
O -1.073 -1.210 0.537
O 0.056 -0.369 2.283
O -1.400 2.342 0.574
O -3.143 3.630 0.103
```

2S+1: 1
Energy above the lowest of the compared OMol25 structures with the same formula, charge and spin in kJ/mol: 24.4
SMILES string: [H]/N=C(\N)NCCC[C@H](N)C(=O)O.NCCCC[C@H](N)C(=O)O
Maximum force in eV/Å: 1.85
Energy in Ha: -1103.58145
Net charge: 0
E_HOMO in eV: -8.8158
Frontier orbital gap in eV: 9.257

***

Record 3
# C35H57AlBrCsI2N3O7

A structure of composition C35H57AlBrCsI2N3O7 at a distorted geometry (wB97M-V/def2-TZVPD, the Open Molecules 2025 dataset).

Structure (XYZ):
```
107
C35H57AlBrCsI2N3O7 wB97M-V/def2-TZVPD
C -1.522 -4.175 5.497
C -0.733 -2.849 5.439
C -1.328 -1.769 6.334
C -0.803 -0.352 6.035
N -0.437 -0.038 4.642
C -1.352 0.699 3.781
C -2.880 0.366 3.794
Br -3.297 -1.515 3.563
C -3.702 0.906 4.964
C -5.216 0.706 4.746
C -1.348 2.177 4.154
O -0.892 2.703 5.151
O -1.888 2.879 3.177
C -1.314 2.348 1.921
I -2.963 2.524 0.533
C -0.281 3.409 1.516
C -0.016 3.515 0.000
C 1.001 4.512 -0.445
O -0.467 4.661 -0.652
C -0.804 0.870 2.292
C -1.342 -0.135 1.267
C -0.729 -1.535 1.348
C -1.483 -2.622 0.583
I -2.528 -1.974 -1.173
C 0.734 0.735 2.286
C 1.476 0.855 0.949
C 2.752 -0.022 0.904
C 2.810 -0.931 -0.324
C 3.026 -0.182 -1.651
C 1.747 -0.066 -2.507
C 1.731 -1.040 -3.697
C 0.298 -1.411 -4.081
C 0.263 -2.304 -5.334
O -0.773 -3.243 -5.305
C -2.069 -2.699 -5.347
H -1.599 -4.576 4.489
H -2.537 -3.986 5.844
H -1.028 -4.914 6.118
H 0.306 -3.032 5.715
H -0.716 -2.522 4.406
H -1.022 -1.998 7.355
H -2.415 -1.779 6.306
H 0.127 -0.266 6.602
H -1.480 0.399 6.466
H 0.419 0.492 4.691
H -3.289 0.824 2.898
H -3.551 1.985 5.072
H -3.446 0.394 5.888
H -5.572 -0.213 5.195
H -5.456 0.733 3.684
H -5.751 1.540 5.195
H 0.675 3.232 1.997
H -0.696 4.374 1.805
H -0.048 2.601 -0.568
H 1.531 4.233 -1.351
H 1.050 5.544 0.052
H -1.151 0.240 0.261
H -2.422 -0.242 1.314
H -0.687 -1.852 2.390
H 0.303 -1.526 0.994
H -0.784 -3.367 0.220
H -2.208 -3.144 1.195
H 0.998 -0.208 2.752
H 1.148 1.496 2.962
H 1.808 1.880 0.801
H 0.853 0.599 0.093
H 3.620 0.638 0.863
H 2.846 -0.630 1.803
H 3.601 -1.663 -0.173
H 1.864 -1.474 -0.395
H 3.780 -0.713 -2.231
H 3.437 0.813 -1.467
H 0.866 -0.304 -1.903
H 1.615 0.958 -2.871
H 2.233 -1.949 -3.364
H 2.249 -0.605 -4.551
H -0.171 -1.920 -3.236
H -0.284 -0.498 -4.242
H 1.192 -2.864 -5.401
H 0.148 -1.664 -6.218
H -2.135 -1.878 -6.067
H -2.345 -2.301 -4.361
H -2.757 -3.498 -5.598
Cs 0.790 7.086 0.029
N 2.638 1.641 -6.119
C 1.715 2.551 -5.896
C 1.438 3.570 -6.816
C 2.192 3.590 -7.967
C 3.161 2.649 -8.202
C 3.355 1.663 -7.220
H 1.186 2.492 -4.950
H 0.680 4.310 -6.600
H 2.005 4.390 -8.732
H 3.736 2.617 -9.118
H 4.069 0.861 -7.375
C 0.866 -7.738 5.796
C -0.018 -7.351 4.707
N -0.716 -7.056 3.846
H 1.743 -7.093 5.824
H 0.349 -7.665 6.751
H 1.199 -8.766 5.665
C 2.267 4.882 -11.155
O 2.189 5.637 -12.116
O 2.757 3.654 -11.216
O 1.850 5.352 -10.061
H 3.025 3.498 -12.142
Al -1.269 2.836 7.281
```

2S+1: 1
Maximum force in eV/Å: 11.72
Energy in Ha: -5489.44657
Net charge: +3
E_HOMO in eV: -14.3528
Frontier orbital gap in eV: 1.639

***

Record 4
# C3H7N

The molecule C3H7N at a distorted geometry (wB97M-V/def2-TZVPD, the Open Molecules 2025 dataset).

Structure (XYZ):
```
11
C3H7N wB97M-V/def2-TZVPD
N 1.178 -1.289 0.710
C 0.111 -0.309 0.845
C -1.244 1.116 -0.972
C -0.141 0.469 -0.542
H 0.979 -1.867 -0.213
H 2.074 -0.882 0.361
H -0.694 -0.687 1.516
H 0.442 0.491 1.606
H -1.508 1.168 -2.007
H -1.857 1.478 -0.089
H 0.661 0.311 -1.217
```

2S+1: 1
Energy above the lowest of the compared OMol25 structures with the same formula, charge and spin in kJ/mol: 165.0
SMILES string: C=CCN
Maximum force in eV/Å: 3.66
Energy in Ha: -173.17925
Net charge: 0
E_HOMO in eV: -9.3722
Frontier orbital gap in eV: 10.546

***

What did the first record say?
# C4H7N3O3

The molecule C4H7N3O3 at a distorted geometry (wB97M-V/def2-TZVPD, the Open Molecules 2025 dataset).

Structure (XYZ):
```
17
C4H7N3O3 wB97M-V/def2-TZVPD
C -1.812 -0.817 -0.125
C -0.397 -0.832 -0.663
C 1.816 0.581 1.632
C 1.607 0.561 -0.672
H -2.539 0.836 -1.054
H -3.357 0.463 0.253
H -2.265 -1.409 -0.767
H -1.898 -1.324 0.992
H -0.279 -0.827 -1.697
H 0.216 -1.851 -0.452
H 3.536 1.364 0.145
N -2.356 0.556 -0.010
N 0.436 0.301 -0.018
N 2.483 0.881 0.329
O 0.596 0.189 1.330
O 2.329 0.689 2.663
O 1.886 0.639 -1.887
```

2S+1: 1
Energy above the lowest of the compared OMol25 structures with the same formula, charge and spin in kJ/mol: 310.0
SMILES string: NCCn1oc(=O)[nH]c1=O
Maximum force in eV/Å: 6.04
Energy in Ha: -546.52477
Net charge: 0
E_HOMO in eV: -9.8581
Frontier orbital gap in eV: 10.468